[1]
A molecular structure, C36H34BrF3N8O2Re, computed with ωB97M-V with the def2-TZVPD basis set.

XYZ file:
```
85
Properties=species:S:1:pos:R:3
Re -0.2352 -0.0020 -0.3582
Br -1.3233 -0.9183 6.9963
C -1.2209 -0.4590 5.1791
C -1.8215 0.7178 4.7267
C -1.7564 1.0598 3.3902
C -1.0892 0.2297 2.4945
O -1.0798 0.6039 1.1913
C -0.4696 -0.9468 2.9375
C 0.2388 -1.8444 2.0525
N 0.4013 -1.6567 0.7884
C 1.1266 -2.7019 0.1030
C 0.4498 -3.7426 -0.4652
C 1.1508 -4.7628 -1.1461
C 2.5115 -4.7126 -1.2440
C 3.2324 -3.6398 -0.6654
C 4.6446 -3.5442 -0.7233
C 5.2669 -2.4858 -0.1326
C 4.4770 -1.5153 0.5250
N 3.1716 -1.5648 0.6082
C 2.5424 -2.6162 0.0212
C -0.5502 -1.2799 4.2974
H -2.3339 1.3627 5.4276
H -2.2070 1.9734 3.0230
H 0.6600 -2.7438 2.4968
H -0.6305 -3.7798 -0.3999
H 0.5996 -5.5887 -1.5749
H 3.0574 -5.4998 -1.7495
H 5.2112 -4.3193 -1.2253
H 6.3427 -2.3820 -0.1459
H 4.9601 -0.6693 1.0042
H -0.0777 -2.1868 4.6530
N -4.8241 2.8435 -0.2336
C -3.7546 3.1549 -0.5378
N -2.4990 3.4990 -0.8333
C -1.7123 2.5451 -1.0758
N -0.9592 1.6682 -1.3150
C 3.4262 -0.8891 -3.1700
N 2.2523 -1.7399 -3.3545
C 2.3529 -2.8280 -4.3223
C 1.1439 -1.5142 -2.7065
O 1.0120 -0.5253 -1.9293
H 4.3168 -1.5049 -3.2741
H 3.4005 -0.4457 -2.1779
H 3.4454 -0.1027 -3.9250
H 2.5858 -2.4225 -5.3060
H 1.4105 -3.3682 -4.3692
H 3.1456 -3.5105 -4.0184
H 0.3219 -2.2083 -2.8724
F 4.4768 5.0421 0.7645
C 4.8760 3.7685 0.7673
F 5.8040 3.6209 -0.1871
F 5.4436 3.5054 1.9463
C 3.7028 2.8483 0.4993
C 3.1042 2.8628 -0.7527
C 2.0317 2.0293 -0.9808
N 1.5699 1.1906 -0.0403
C 2.1514 1.1793 1.1636
C 3.2138 2.0056 1.4793
H 3.4558 3.5211 -1.5351
H 1.5128 2.0200 -1.9281
H 1.7645 0.4792 1.8901
H 3.6522 1.9747 2.4661
C -4.3545 0.0450 0.5102
N -4.3027 -1.4073 0.8720
C -4.6316 -1.6152 2.3099
C -2.9840 -2.0659 0.5164
C -2.6981 -1.9208 -0.9526
C -3.5813 -2.5959 -1.8003
C -3.5729 -2.3908 -3.1664
C -2.6819 -1.4645 -3.6880
C -1.7859 -0.8153 -2.8541
C -1.7184 -1.0502 -1.4707
H -5.3502 0.4286 0.7118
H -4.1262 0.1602 -0.5440
H -3.6249 0.5746 1.1164
H -5.0179 -1.8730 0.3104
H -3.8587 -1.1338 2.9071
H -4.6627 -2.6809 2.5230
H -5.5960 -1.1613 2.5216
H -3.0910 -3.1102 0.8161
H -2.2426 -1.5955 1.1543
H -4.2951 -3.2986 -1.3773
H -4.2643 -2.9201 -3.8072
H -2.6897 -1.2381 -4.7463
H -1.1218 -0.0820 -3.2949
```

2S+1	2
total charge	+2
highest occupied orbital energy (spin up / spin down)	-13.3141 / -13.1738	eV
gap between HOMO and LUMO (spin up / spin down)	6.47 / 6.72	eV
⟨S²⟩	0.759

Here are the Mulliken charges for atoms 1 to 8, given in e: atom 1 (Re): 2.75, atom 2 (Br): -0.09, atom 3 (C): -0.43, atom 4 (C): -0.52, atom 5 (C): -0.66, atom 6 (C): 0.20, atom 7 (O): -0.90, atom 8 (C): 1.16


[2]
C2H2N2O4S in the gas phase at a distorted geometry, computed with ωB97M-V with the def2-TZVPD basis set.

XYZ file:
```
11
Properties=species:S:1:pos:R:3
C 0.7536 1.3254 -0.5824
C 0.2745 -0.0573 -0.3701
N 2.3486 0.3806 1.1379
N 1.8433 1.6657 0.3203
O 2.3586 2.7388 0.3955
O 0.2458 2.1838 -1.2768
O 2.5437 -1.4383 -0.4237
O 1.0614 -1.7801 1.5811
S 1.6286 -0.9437 0.5776
H -0.6439 -0.0068 0.0847
H 0.1011 -0.4540 -1.2848
```

total charge	0
highest occupied orbital energy (spin up / spin down)	-10.7534 / -11.4645	eV
gap between HOMO and LUMO (spin up / spin down)	7.72 / 9.00	eV

Here are the Mulliken charges for atoms 1 to 8, given in e: atom 1 (C): 0.44, atom 2 (C): -0.64, atom 3 (N): -0.35, atom 4 (N): 0.68, atom 5 (O): -0.45, atom 6 (O): -0.45, atom 7 (O): -0.55, atom 8 (O): -0.53